No. 1
A 3-piece molecular cluster, C28H50BCl2F6N8O5S overall at a distorted geometry, computed with ωB97M-V with the def2-TZVPD basis set.

## Properties
HOMO energy, eV: -11.65
Max |F|, eV Å⁻¹: 8.23
Kohn-Sham gap, eV: 7.52
Energy, eV: -104848.71860
LUMO energy, eV: -4.1
Net charge: +1
Spin multiplicity: 1

Geometry (Å):
C (2.1071, -3.2210, 1.7783)
C (1.3153, -1.9955, 1.0360)
C (2.5223, -1.0401, 0.4424)
N (1.9694, 0.2645, 0.1133)
C (2.3948, 1.1009, -1.0398)
N (3.7006, 0.5809, -1.3403)
C (4.1538, -0.0452, -2.5430)
O (4.6685, 0.4408, -3.5892)
F (4.3333, -1.4914, -2.5139)
C (4.9058, 0.7344, -0.5791)
O (5.9291, 1.2830, -1.0970)
F (5.1734, 0.4432, 0.8117)
C (1.2251, 0.8157, -2.1951)
C (0.9689, -0.7946, -2.3273)
C (0.2198, -1.3934, -3.5678)
C (0.2353, -3.0223, -3.2635)
Cl (-1.6024, -1.0894, -3.6709)
C (1.4880, 1.6087, -3.5576)
C (0.4427, 1.8277, -4.7041)
N (1.0296, 3.0368, -5.4725)
N (-0.9357, 2.2360, -4.4928)
N (0.4325, 0.8130, -5.8499)
O (-0.0973, 1.2163, -1.8199)
C (-0.3852, 2.1606, -0.8301)
Cl (-1.3320, 1.3530, 0.5357)
B (-1.6339, 3.1056, -1.4398)
C (-3.1310, 2.4105, -1.5660)
O (-1.5376, 4.4401, -1.9273)
C (0.8341, 3.1387, -0.5032)
C (0.5574, 4.3075, 0.5732)
C (-0.2804, 4.1001, 1.8919)
C (-1.8486, 4.5885, 1.8223)
O (-2.7637, 3.5676, 2.3574)
N (2.2825, 2.5844, -0.5339)
S (2.6517, 2.3939, 1.2385)
C (3.2993, 3.5409, -1.0423)
F (4.3648, 3.5764, -0.0286)
F (3.9734, 3.1611, -2.2708)
C (3.1784, 5.1006, -1.2139)
F (3.5711, 5.8938, -0.0426)
F (2.0371, 5.7446, -1.7322)
H (1.5776, -4.2145, 1.5775)
H (3.1447, -3.3043, 1.2672)
H (2.3027, -3.0098, 2.8905)
H (0.7482, -1.3433, 1.7836)
H (0.6774, -2.4603, 0.2104)
H (3.0070, -1.6891, -0.3603)
H (3.2509, -1.0267, 1.3506)
H (0.9640, 0.1340, 0.2191)
H (1.9050, -1.4355, -2.1791)
H (0.3198, -1.0767, -1.4002)
H (0.7580, -1.3696, -4.5831)
H (-0.3843, -3.1768, -2.2926)
H (1.2918, -3.4104, -3.0643)
H (-0.3342, -3.5927, -4.0848)
H (2.4392, 1.2826, -4.1427)
H (1.7523, 2.6921, -3.2109)
H (0.4738, 3.0358, -6.3568)
H (1.9613, 2.6929, -5.7815)
H (-1.3937, 2.6371, -5.3261)
H (-1.5451, 1.6215, -3.9506)
H (-0.4099, 0.2237, -5.8105)
H (1.3083, 0.2722, -5.8571)
H (-3.0840, 1.3267, -1.9461)
H (-3.6833, 2.5288, -0.5707)
H (-3.7009, 2.9997, -2.3908)
H (-1.2970, 4.5150, -2.8781)
H (0.8337, 3.7049, -1.5394)
H (1.5035, 4.8990, 0.8949)
H (-0.0210, 5.1341, -0.0165)
H (-0.3050, 3.0718, 2.3874)
H (0.1611, 4.7907, 2.7215)
H (-1.9983, 5.4999, 2.5302)
H (-2.1527, 4.9621, 0.7844)
H (-2.3243, 3.1035, 3.1089)
H (1.5212, 2.0603, 1.9437)
H (4.0217, 5.4579, -1.9384)
C (-3.3756, -3.7254, 1.4547)
C (-3.9531, -2.7814, 2.5037)
C (-3.0975, -1.5302, 2.7138)
C (-1.7239, -1.9244, 3.1836)
N (-0.6387, -2.2382, 3.5539)
H (-2.3954, -4.1084, 1.7524)
H (-4.0325, -4.5876, 1.3180)
H (-3.2699, -3.2208, 0.4886)
H (-4.0564, -3.3233, 3.4492)
H (-4.9579, -2.4791, 2.1949)
H (-3.5584, -0.8806, 3.4628)
H (-3.0093, -0.9637, 1.7819)
C (-3.2582, -5.4674, 7.2375)
C (-2.5824, -6.6269, 6.5130)
C (-2.4166, -6.3757, 5.0125)
C (-3.7650, -6.1836, 4.3740)
N (-4.8306, -6.0321, 3.8707)
H (-4.2750, -5.3012, 6.8719)
H (-3.3290, -5.6780, 8.3075)
H (-2.6900, -4.5406, 7.1097)
H (-3.1702, -7.5365, 6.6740)
H (-1.5973, -6.7978, 6.9571)
H (-1.9168, -7.2265, 4.5418)
H (-1.8067, -5.4845, 4.8371)

No. 2
A 2-piece molecular cluster, C28H50Br2N3O4S2 overall at a distorted geometry, computed with ωB97M-V with the def2-TZVPD basis set.

## Properties
HOMO energy, eV: -10.91
Max |F|, eV Å⁻¹: 1.77
Kohn-Sham gap, eV: 8.22
Energy, eV: -204255.37125
LUMO energy, eV: -2.7
Net charge: +1
Spin multiplicity: 1

Geometry (Å):
C (-3.2573, -0.5056, 4.7913)
C (-2.1644, -0.8497, 3.7961)
C (-1.2748, 0.3211, 3.4539)
O (0.0186, -0.1353, 2.9507)
C (0.0821, -0.2870, 1.6354)
C (0.2479, 0.6383, 0.6684)
C (0.4052, 2.1031, 1.0499)
C (-0.8533, 2.9540, 0.7873)
C (1.7151, 2.7513, 0.5654)
C (1.7052, 3.4853, -0.7837)
C (2.1594, 4.9426, -0.6647)
N (0.2378, -0.0103, -0.5557)
C (0.3880, 0.6553, -1.8525)
C (-0.7796, 1.5399, -2.2679)
C (-2.1425, 0.8713, -2.4268)
S (-2.9214, 0.2974, -0.9120)
C (-4.5355, 1.0306, -0.9328)
S (-4.8957, 2.3609, -1.7779)
N (-5.5278, 0.4118, -0.1639)
C (-6.3670, -0.4992, -0.9801)
C (-6.7216, -1.7476, -0.2139)
O (-5.5462, -2.4572, 0.1115)
C (-4.6855, -1.7238, 0.9545)
C (-5.0399, -0.2330, 1.0703)
C (0.1182, -1.3362, -0.3329)
C (0.1407, -2.4716, -1.2976)
Br (-1.3867, -2.5286, -2.4890)
C (1.5135, -2.4921, -2.0254)
C (1.5300, -3.3302, -3.2986)
N (-0.0001, -1.5145, 0.9804)
C (-0.1863, -2.7234, 1.7603)
C (0.8738, -3.0004, 2.8257)
O (0.5699, -3.5217, 3.8258)
Br (2.7228, -2.5253, 2.5165)
H (-3.9494, -1.3381, 4.8618)
H (-2.8142, -0.4185, 5.7773)
H (-3.8207, 0.3794, 4.5179)
H (-2.6085, -1.2026, 2.8652)
H (-1.5440, -1.6678, 4.1493)
H (-1.7137, 1.0063, 2.7330)
H (-1.0457, 0.8860, 4.3508)
H (0.4956, 2.0420, 2.1265)
H (-0.7075, 3.7642, 0.0828)
H (-1.6954, 2.3484, 0.4749)
H (-1.1652, 3.4154, 1.7200)
H (1.9970, 3.4739, 1.3275)
H (2.4897, 2.0002, 0.5729)
H (0.7662, 3.4321, -1.3214)
H (2.4464, 3.0117, -1.4152)
H (1.3726, 5.5968, -0.3083)
H (2.5464, 5.2849, -1.6176)
H (3.0139, 4.9620, 0.0056)
H (1.3427, 1.1637, -1.8931)
H (0.4619, -0.1322, -2.5931)
H (-0.5253, 1.9157, -3.2565)
H (-0.9011, 2.4104, -1.6384)
H (-2.0827, 0.0940, -3.1771)
H (-2.8051, 1.6286, -2.8365)
H (-7.3061, 0.0176, -1.1818)
H (-5.9367, -0.7115, -1.9538)
H (-7.3232, -2.3831, -0.8526)
H (-7.3231, -1.4996, 0.6615)
H (-3.6610, -1.8468, 0.6088)
H (-4.7570, -2.1456, 1.9606)
H (-5.8495, -0.1489, 1.7903)
H (-4.2293, 0.3553, 1.4860)
H (0.1091, -3.3937, -0.7457)
H (2.1742, -2.9956, -1.3208)
H (1.9196, -1.4962, -2.1505)
H (1.0933, -2.8175, -4.1451)
H (2.5382, -3.6768, -3.4876)
H (0.9185, -4.2109, -3.1235)
H (-1.1180, -2.6538, 2.3031)
H (-0.2427, -3.6295, 1.1709)
C (5.9697, -1.3518, -2.5251)
C (5.8836, 0.1585, -2.3845)
O (5.1756, 0.5854, -1.2296)
C (5.7356, 0.1989, 0.0158)
C (7.1228, 0.7603, 0.2691)
H (4.9794, -1.8034, -2.4336)
H (6.3904, -1.6170, -3.4944)
H (6.6051, -1.7936, -1.7567)
H (5.3342, 0.5686, -3.2336)
H (6.8805, 0.6082, -2.4104)
H (5.7326, -0.8931, 0.1090)
H (5.0556, 0.5780, 0.7753)
H (7.8644, 0.3214, -0.3995)
H (7.4339, 0.5505, 1.2920)
H (7.1338, 1.8393, 0.1099)

No. 3
C28H50ClF9IrOP2Si2 as an isolated structure at a distorted geometry, computed with ωB97M-V with the def2-TZVPD basis set.

## Properties
HOMO energy (spin up / spin down), eV: -5.45 / -7.38
Max |F|, eV Å⁻¹: 5.04
Kohn-Sham gap (spin up / spin down), eV: 3.91 / 5.77
Energy, eV: -106042.17849
LUMO energy (spin up / spin down), eV: -1.5 / -1.6
Net charge: 0
Spin multiplicity: 6
Expectation value of S²: 8.773

Geometry (Å):
Ir (-0.9339, 0.9509, -0.5553)
C (2.1255, -0.0570, -1.2349)
C (1.2772, -1.1891, -1.2836)
C (0.0234, -0.7712, -1.8167)
Si (1.8256, -2.9628, -1.0002)
C (0.1414, 0.6576, -2.1789)
C (1.4744, 1.0933, -1.6803)
Si (2.0428, 2.8475, -1.5387)
H (3.1782, -0.0891, -0.9451)
H (-0.7604, -1.4453, -2.1601)
H (-0.3759, 1.1229, -3.0150)
Cl (-2.7623, 0.1229, -1.1472)
C (3.8867, 2.9217, -1.2555)
C (1.5628, 3.7679, -3.0896)
C (3.6858, -3.0866, -0.9000)
C (1.2313, -4.0303, -2.4134)
H (2.2232, 3.4156, -3.8950)
H (1.7227, 4.8467, -2.9586)
H (0.5236, 3.5902, -3.3908)
H (4.1734, 2.3693, -0.3501)
H (4.2039, 3.9671, -1.1451)
H (4.4127, 2.4838, -2.1142)
H (1.8254, -3.7599, -3.2989)
H (0.1727, -3.8896, -2.6594)
H (1.4079, -5.0924, -2.1936)
H (4.1367, -2.7870, -1.8550)
H (3.9753, -4.1253, -0.6911)
H (4.0935, -2.4475, -0.1068)
C (1.1371, 3.5438, -0.0285)
C (1.1044, -3.5455, 0.6532)
P (-0.6114, 3.0449, 0.1518)
H (1.2387, 4.6358, -0.0351)
H (1.6529, 3.1585, 0.8634)
P (-0.6315, -3.0744, 0.9709)
H (1.7137, -3.0700, 1.4438)
H (1.2389, -4.6366, 0.7418)
C (-1.0192, -3.8340, 2.6300)
C (-1.6370, -4.0683, -0.2477)
C (-1.5973, 3.9062, -1.1927)
C (-1.1824, 3.9076, 1.6985)
C (-1.0693, 3.0209, 2.9309)
H (-2.2479, 4.1218, 1.5204)
C (-0.4422, 5.2217, 1.9715)
H (0.6128, 5.0360, 2.2101)
H (-0.9013, 5.6992, 2.8471)
H (-0.4931, 5.9390, 1.1467)
H (-1.8027, 2.2107, 2.9363)
H (-1.2346, 3.6186, 3.8390)
H (-0.0669, 2.5779, 2.9933)
H (-1.2620, 3.4146, -2.1234)
C (-1.3485, 5.4076, -1.2893)
C (-3.0812, 3.6077, -0.9910)
H (-0.2915, 5.6734, -1.4065)
H (-1.7623, 5.9396, -0.4229)
H (-1.8780, 5.7785, -2.1778)
H (-3.2666, 2.5269, -0.9725)
H (-3.6426, 4.0272, -1.8351)
H (-3.4698, 4.0491, -0.0647)
H (-1.2338, -3.7715, -1.2296)
C (-3.1069, -3.6310, -0.1771)
C (-1.4896, -5.5812, -0.0895)
H (-0.4524, -5.9272, -0.1823)
H (-2.0673, -6.0682, -0.8875)
H (-1.9003, -5.9275, 0.8680)
H (-3.2119, -2.5575, -0.3819)
H (-3.5451, -3.8494, 0.8062)
H (-3.6804, -4.1789, -0.9359)
C (-0.8843, -2.7526, 3.7062)
C (-0.1706, -5.0453, 2.9988)
H (-2.0800, -4.1315, 2.5600)
H (0.8857, -4.7679, 3.1031)
H (-0.2518, -5.8660, 2.2784)
H (-0.5167, -5.4235, 3.9696)
H (0.1629, -2.4512, 3.8386)
H (-1.2378, -3.1435, 4.6693)
H (-1.4702, -1.8575, 3.4695)
C (-1.5688, 0.0868, 1.5526)
H (-2.5953, 0.4481, 1.6770)
H (-1.5143, -0.9927, 1.3298)
H (-0.8520, 0.4023, 2.3183)
F (3.4871, -0.8908, 1.6699)
C (3.5164, 0.2203, 2.4818)
F (4.2807, -0.0837, 3.5552)
F (4.1432, 1.2107, 1.7851)
C (2.0977, 0.6229, 2.8363)
O (1.3643, 1.1783, 2.0176)
C (-2.9223, 0.5552, 4.4151)
F (-2.1969, 0.0821, 5.4611)
F (-3.6155, 1.6381, 4.8489)
F (-3.8155, -0.4076, 4.0673)
C (1.6618, 0.2334, 4.2332)
F (1.9459, -1.0843, 4.4797)
F (2.2891, 0.9858, 5.1756)
F (0.3194, 0.3932, 4.4076)